{
  "formula": "C19H45BO2",
  "method": "ωB97M-V/def2-TZVPD",
  "species": ["C", "C", "C", "C", "O", "B", "C", "C", "C", "O", "H", "H", "H", "H", "H", "H", "H", "H", "H", "H", "H", "H", "H", "H", "H", "H", "H", "C", "C", "C", "C", "C", "C", "H", "H", "H", "H", "H", "H", "H", "H", "H", "H", "H", "H", "H", "H", "C", "C", "C", "C", "C", "C", "H", "H", "H", "H", "H", "H", "H", "H", "H", "H", "H", "H", "H", "H"],
  "positions_angstrom": [[1.020095, 0.503786, 0.844002], [0.703400, 1.694814, -0.073391], [0.076451, 2.879260, 0.660363], [-1.189676, 2.512673, 1.433789], [-1.962940, 1.551791, 0.710821], [-3.152305, 1.840206, 0.103757], [-4.400721, 2.365776, 0.904023], [-5.689763, 1.591139, 0.607661], [-5.475300, 0.083479, 0.551712], [-6.605271, 1.922233, 1.655942], [1.901206, -0.027896, 0.476157], [1.233936, 0.821252, 1.869269], [0.192792, -0.207513, 0.859913], [0.037148, 1.365946, -0.874047], [1.632117, 2.025138, -0.550133], [-0.147290, 3.683797, -0.047793], [0.801611, 3.280493, 1.378866], [-0.945520, 2.075922, 2.406494], [-1.791392, 3.406079, 1.628267], [-3.231729, 1.672473, -1.090512], [-4.238158, 2.360652, 1.987463], [-4.557180, 3.415447, 0.611850], [-6.101998, 1.935512, -0.349344], [-6.425254, -0.436985, 0.397726], [-5.036379, -0.274212, 1.487208], [-4.823022, -0.188499, -0.284424], [-7.495132, 1.694576, 1.376399], [-2.212365, -1.949577, -0.095555], [-3.202090, -3.096638, 0.055482], [-2.603613, -4.467041, -0.260392], [-2.081172, -4.621703, -1.690700], [-3.113482, -4.343502, -2.782744], [-4.319343, -5.274085, -2.733218], [-1.843016, -1.860617, -1.119187], [-2.662966, -0.994623, 0.169642], [-1.346894, -2.089456, 0.556668], [-4.074424, -2.919455, -0.581423], [-3.581303, -3.112103, 1.081082], [-3.352445, -5.237586, -0.058296], [-1.778378, -4.661140, 0.432351], [-1.702070, -5.641539, -1.813006], [-1.221919, -3.962410, -1.839300], [-2.623939, -4.437803, -3.755580], [-3.451035, -3.304858, -2.717252], [-4.009265, -6.318179, -2.820768], [-5.016145, -5.064813, -3.545746], [-4.869297, -5.171259, -1.796180], [4.697852, 3.527210, -0.272282], [4.991445, 2.065446, -0.596932], [5.234945, 1.217853, 0.652095], [6.442400, 1.646407, 1.489398], [7.772780, 1.651108, 0.737238], [8.173141, 0.283609, 0.196706], [5.538968, 4.008752, 0.228765], [4.483174, 4.100869, -1.174724], [3.830010, 3.605784, 0.388059], [5.845182, 2.006332, -1.277579], [4.141878, 1.644701, -1.142323], [5.340033, 0.167444, 0.369194], [4.338758, 1.273070, 1.279614], [6.523409, 0.973493, 2.349216], [6.266220, 2.642254, 1.904102], [8.551850, 2.014797, 1.412237], [7.730182, 2.370529, -0.085827], [8.245540, -0.448326, 1.004736], [9.140981, 0.322853, -0.304366], [7.446686, -0.093137, -0.525241]],
  "forces_ev_per_a": [[0.05, -0.02, -0.22], [0.19, -0.10, 0.11], [-0.06, -0.02, -0.04], [-0.21, -0.21, 0.46], [0.18, 0.42, -0.72], [-0.04, -0.04, 0.19], [0.03, 0.20, -0.10], [0.08, 0.07, 0.06], [-0.09, -0.01, -0.06], [0.02, 0.14, -0.03], [-0.06, -0.03, 0.06], [-0.01, -0.01, -0.07], [0.01, 0.10, 0.16], [0.05, 0.05, 0.04], [-0.11, 0.12, 0.02], [0.02, -0.08, -0.01], [-0.09, 0.03, -0.03], [0.06, -0.05, -0.12], [0.04, -0.02, 0.04], [-0.02, -0.29, 0.13], [0.02, -0.08, -0.07], [-0.08, -0.05, 0.12], [0.07, -0.07, 0.00], [0.04, 0.04, 0.05], [0.01, 0.03, -0.07], [0.00, 0.03, 0.09], [-0.07, -0.09, -0.02], [0.03, 0.03, -0.03], [-0.02, -0.04, 0.03], [0.01, 0.00, -0.01], [0.00, -0.01, 0.01], [0.01, 0.02, -0.01], [-0.01, -0.01, 0.01], [-0.01, -0.01, 0.00], [0.01, 0.01, 0.03], [0.00, -0.04, -0.01], [0.01, 0.01, 0.00], [0.00, 0.01, 0.00], [0.00, -0.01, -0.01], [-0.01, 0.01, 0.00], [0.00, 0.00, -0.01], [0.00, 0.00, 0.01], [-0.01, 0.00, 0.00], [0.01, 0.00, 0.00], [0.00, 0.00, 0.01], [0.01, 0.00, -0.01], [0.00, 0.01, 0.00], [-0.02, -0.01, -0.02], [-0.06, 0.04, 0.03], [-0.02, 0.05, 0.00], [-0.01, -0.03, 0.01], [0.00, 0.02, 0.00], [-0.01, -0.02, -0.01], [0.00, -0.01, -0.01], [-0.01, -0.01, -0.01], [0.01, 0.01, 0.01], [0.02, -0.04, 0.02], [0.01, -0.01, -0.01], [0.00, 0.00, -0.03], [0.01, -0.03, 0.01], [0.01, 0.00, 0.00], [-0.01, 0.00, 0.00], [0.01, 0.00, -0.01], [0.00, 0.00, 0.01], [-0.01, 0.00, -0.01], [0.01, 0.01, 0.01], [0.00, 0.01, 0.00]],
  "mulliken_charge": [-0.806, -0.055, -0.788, -0.662, -0.397, 0.509, -0.777, 0.311, -1.064, -0.558, 0.296, 0.299, -0.014, 0.235, 0.166, 0.376, 0.356, 0.298, 0.431, -0.161, 0.321, 0.300, 0.199, 0.463, 0.214, 0.214, 0.347, -0.597, -0.468, -0.972, -0.727, -0.317, -1.209, 0.268, -0.056, 0.328, 0.243, 0.430, 0.372, 0.375, 0.414, 0.307, 0.375, 0.209, 0.297, 0.379, 0.282, -1.232, -0.462, -0.358, -0.831, -0.402, -1.184, 0.395, 0.372, 0.209, 0.368, 0.334, 0.346, 0.174, 0.385, 0.352, 0.375, 0.226, 0.293, 0.378, 0.277],
  "smiles": "CCCCOBC[C@@H](C)O.CCCCCC.CCCCCC",
  "charge": 0,
  "fmax_ev_per_a": 0.85,
  "e_homo_ev": -9.738
}

***

{
  "formula": "C16H20BrFN2O3",
  "method": "ωB97M-V/def2-TZVPD",
  "species": ["C", "C", "C", "C", "O", "C", "O", "O", "C", "Br", "C", "C", "F", "H", "H", "H", "H", "H", "H", "H", "H", "H", "H", "C", "C", "C", "N", "C", "H", "H", "H", "H", "H", "C", "C", "C", "N", "C", "H", "H", "H", "H", "H"],
  "positions_angstrom": [[4.030533, -1.997309, -1.458790], [3.057827, -2.491291, -2.503410], [1.803122, -1.503055, -2.999893], [0.778716, -1.271906, -1.740757], [-0.429096, -2.153232, -1.636203], [-1.129202, -1.531017, -0.463480], [-2.070758, -2.164752, 0.269988], [-0.641667, -0.130297, -0.234302], [0.026000, 0.170357, -1.538702], [-1.602883, 0.280202, -2.757424], [0.860520, 1.572594, -1.696909], [2.404180, 1.530689, -1.145983], [3.044182, 2.838111, -1.546450], [5.151609, -1.729033, -1.663120], [3.559465, -1.825258, -0.381317], [3.215943, -3.587331, -2.886131], [1.202260, -2.020416, -3.890038], [2.329025, -0.504705, -3.379024], [1.316446, -1.539391, -0.715607], [0.825941, 2.005892, -2.807453], [0.295178, 2.389133, -1.036263], [2.353444, 1.561460, 0.043232], [3.034365, 0.634103, -1.556348], [1.399123, 4.942303, 0.274219], [1.094429, 4.790326, 1.648012], [0.298690, 5.853441, 2.012049], [0.116551, 6.643991, 0.907260], [0.779388, 6.093320, -0.158548], [2.004209, 4.282673, -0.334130], [1.419854, 3.991053, 2.301268], [-0.151234, 6.115049, 2.960465], [-0.423294, 7.499313, 0.882272], [0.754706, 6.567211, -1.130676], [-3.673970, -3.617333, 2.176367], [-4.819497, -3.615938, 3.007635], [-4.910754, -4.863605, 3.582905], [-3.863186, -5.619166, 3.124173], [-3.100531, -4.865757, 2.270200], [-3.306226, -2.795951, 1.575180], [-5.503787, -2.793163, 3.169718], [-5.630281, -5.277748, 4.276540], [-3.680999, -6.581709, 3.377056], [-2.218346, -5.281858, 1.802416]],
  "forces_ev_per_a": [[-2.70, -0.59, -1.36], [1.85, 1.12, 1.97], [-0.59, -1.68, 0.82], [0.12, 0.80, 0.79], [-0.33, 2.37, 3.32], [-3.69, -2.89, 2.50], [7.31, 5.01, -5.70], [-0.23, -3.17, -2.08], [0.62, -0.56, -0.14], [1.16, 0.36, 0.04], [-0.27, 1.01, 0.85], [-0.72, 0.83, 0.62], [-1.25, -2.97, 0.55], [-1.96, -2.02, 0.77], [1.00, 1.19, -2.59], [0.16, 2.78, -0.61], [1.40, 1.20, 1.95], [-1.47, -2.19, 0.97], [-0.58, 1.12, -2.25], [0.08, -1.46, 2.39], [1.15, -1.80, -1.44], [0.41, -0.22, -2.67], [-1.04, 1.96, 0.78], [-0.05, 0.14, -0.38], [-0.23, 0.16, 0.32], [0.02, -0.02, 0.10], [-0.02, -0.04, 0.01], [0.04, -0.02, -0.05], [-0.09, 0.23, 0.12], [-0.07, 0.15, -0.08], [0.10, -0.07, -0.16], [0.21, -0.36, 0.01], [0.04, -0.10, 0.16], [0.24, -0.05, -0.12], [-0.19, -0.31, 0.28], [-0.15, 0.02, 0.06], [-0.01, -0.10, 0.11], [0.01, 0.14, -0.10], [-0.28, -0.41, 0.40], [0.11, -0.15, -0.02], [0.11, 0.09, -0.12], [-0.08, 0.41, -0.09], [-0.15, 0.11, 0.04]],
  "mulliken_charge": [-0.651, -0.295, -0.393, 0.446, -0.295, 0.360, -0.600, -0.331, 0.288, -0.092, -0.712, 0.056, -0.363, 0.270, 0.260, 0.304, 0.367, 0.216, 0.078, 0.333, 0.369, 0.218, 0.066, 0.006, -0.610, -0.440, 0.022, -0.841, 0.578, 0.350, 0.371, 0.191, 0.369, 0.064, -0.802, -0.393, 0.006, -0.787, 0.717, 0.367, 0.378, 0.187, 0.369],
  "smiles": "C=CC[C@@H]1OC(=O)O[C@@]1(Br)CCF.c1cc[nH]c1.c1cc[nH]c1",
  "charge": 0,
  "fmax_ev_per_a": 10.53,
  "e_homo_ev": -7.725
}

***

{
  "formula": "C3H5F2P",
  "method": "ωB97M-V/def2-TZVPD",
  "species": ["C", "C", "C", "F", "F", "P", "H", "H", "H", "H", "H"],
  "positions_angstrom": [[-1.590454, -1.147843, -0.742842], [-0.969266, -0.374146, 0.158983], [0.894675, -0.029457, 0.019488], [1.536859, -0.608471, -1.039944], [1.509481, -0.628030, 1.054876], [0.947822, 1.812449, 0.102868], [-2.666115, -0.971349, -0.640173], [-1.164033, -1.733679, -1.585588], [-1.363935, 0.283823, 0.851928], [2.178194, 1.723680, 0.367251], [0.686776, 1.673024, 1.453158]],
  "forces_ev_per_a": [[-0.13, 1.55, 0.96], [5.29, -1.67, -3.59], [-3.56, -1.73, 0.16], [-1.07, 0.64, -0.37], [0.00, 0.04, 0.99], [-3.70, 0.11, -1.43], [0.02, -0.91, -0.50], [-0.22, 0.56, 1.00], [-1.02, 0.95, 1.33], [4.86, 0.21, 0.75], [-0.48, 0.24, 0.71]],
  "mulliken_charge": [-0.579, -0.341, 0.553, -0.251, -0.252, -0.065, 0.231, 0.281, 0.362, 0.018, 0.043],
  "charge": 0,
  "fmax_ev_per_a": 6.61,
  "e_above_lowest_kcal_mol": 83.9,
  "e_homo_ev": -10.067
}

***

{
  "formula": "C4H9N3O",
  "method": "ωB97M-V/def2-TZVPD",
  "species": ["C", "N", "N", "C", "C", "O", "N", "C", "H", "H", "H", "H", "H", "H", "H", "H", "H"],
  "positions_angstrom": [[2.329873, 1.138782, -0.023553], [1.255449, 0.704893, 0.460025], [0.823780, -0.564537, 0.571218], [1.522991, -1.617376, 0.016314], [-0.792624, -0.597724, 0.113382], [-1.306642, -1.651538, -0.182834], [-1.358702, 0.578362, 0.161095], [-2.833588, 0.838468, 0.016533], [2.394003, 2.257168, -0.238523], [3.136378, 0.470846, -0.539119], [0.942609, -2.584555, 0.080110], [1.507167, -1.741506, -1.159870], [2.569047, -1.544242, 0.471966], [-0.830629, 1.445642, 0.348385], [-2.768334, 1.869728, -0.460936], [-3.445191, 0.253093, -0.727835], [-3.145594, 0.744503, 1.093642]],
  "forces_ev_per_a": [[1.96, -0.14, -2.19], [-1.26, 0.89, 0.12], [-4.51, 1.36, -0.60], [1.37, -2.82, -2.60], [2.68, -1.46, 0.92], [0.69, 0.50, 0.26], [-0.87, 1.88, -0.55], [1.22, 0.79, -0.19], [0.10, -1.59, 0.81], [-1.28, 1.08, 1.10], [0.87, 0.91, 1.41], [0.79, 1.39, 1.54], [-1.30, -0.96, -0.91], [0.04, -1.39, -0.05], [-0.91, -0.94, 1.28], [1.17, -0.06, 1.10], [-0.77, 0.57, -1.45]],
  "mulliken_charge": [-0.304, -0.522, 0.247, -0.909, 0.567, -0.592, -0.207, -0.773, 0.222, 0.224, 0.295, 0.257, 0.373, 0.285, 0.272, 0.281, 0.285],
  "smiles": "C=NN(C)C(=O)NC",
  "charge": 0,
  "fmax_ev_per_a": 4.74,
  "e_above_lowest_kcal_mol": 81.9,
  "e_homo_ev": -8.748
}